ORCA calculation (ωB97M-V/def2-TZVPD) on a cluster of 2 separate species, C2H3O3 in total at a distorted geometry.

Positions of all 8 atoms, in Å:
C1 -1.448 0.016 0.046
C2 1.236 -0.015 0.016
O1 -1.539 1.109 -0.381
O2 -2.126 -0.896 0.446
O3 1.929 -0.989 -0.513
H1 -0.186 -0.331 0.059
H2 0.933 0.888 -0.696
H3 1.202 0.218 1.022

Atoms 1-3, force components in eV/Å:
C 1.6869 -2.4379 0.6234
C 0.8578 -1.4341 -5.9020
O -0.5276 3.4180 -1.1738

Values from the calculation:
highest occupied orbital energy: -4.01 eV
multiplicity: 1
energy: -303.72115 Ha
molar mass: 75.04 g mol⁻¹
maximum force: 6.134 eV Å⁻¹
LUMO energy: 4.2 eV
energy relative to the best compared isomer or geometry (same formula, charge and spin): 169.5 kJ/mol
total charge: -1

***

ORCA calculation (ωB97M-V/def2-TZVPD) on the ion C2H3O3S2 with charge -1 at a distorted geometry.

Positions of all 10 atoms, in Å:
O1 -1.263 0.138 -1.490
S1 -1.413 0.201 -0.020
O2 -2.214 -0.825 0.627
O3 -1.569 1.515 0.515
C1 0.280 -0.254 0.603
C2 1.311 0.028 -0.362
S2 1.169 -1.727 0.046
H1 0.551 0.003 1.712
H2 1.052 0.129 -1.438
H3 2.095 0.792 -0.194

Atoms 1-3, force components in eV/Å:
O -0.6554 -0.0591 1.3881
S 1.6674 -2.4732 -0.3717
O -0.6747 0.1126 -0.5619

Values from the calculation:
SMILES: O=S(=O)([O-])[C@@H]1CS1
highest occupied orbital energy: -4.99 eV
multiplicity: 1
energy: -1100.14265 Ha
molar mass: 139.18 g mol⁻¹
maximum force: 3.006 eV Å⁻¹
LUMO energy: 3.3 eV
energy relative to the best compared isomer or geometry (same formula, charge and spin): 138.4 kJ/mol
total charge: -1

***

ORCA calculation (ωB97M-V/def2-TZVPD) on a structure of composition C2H3O3Zn at a distorted geometry.

Positions of all 9 atoms, in Å:
O1 1.106 -0.368 1.329
C1 0.746 0.005 0.115
C2 -0.226 0.509 -0.880
O2 -0.922 -2.020 0.817
Zn1 -1.073 -0.452 1.582
H1 0.140 1.325 -1.517
H2 -0.842 -0.220 -1.421
O3 -0.647 1.037 0.373
H3 1.718 0.184 -0.398

Atoms 1-3, force components in eV/Å:
O -2.2796 0.6440 -2.6913
C 6.8150 -0.6634 0.6706
C -1.6667 -1.8996 1.6692

Values from the calculation:
highest occupied orbital energy (spin up / spin down): -2.74 / -2.73 eV
multiplicity: 1
energy: -2082.85877 Ha
molar mass: 140.43 g mol⁻¹
maximum force: 6.880 eV Å⁻¹
LUMO energy (spin up / spin down): 3.1 / 3.1 eV
energy relative to the best compared isomer or geometry (same formula, charge and spin): 303.5 kJ/mol
total charge: -1

***

ORCA calculation (ωB97M-V/def2-TZVPD) on an isolated molecule of C2H3OP at a distorted geometry.

Positions of all 7 atoms, in Å:
O1 2.082 -0.452 -0.326
P1 0.479 0.964 -0.149
C1 -1.019 0.112 -0.714
C2 -0.907 0.129 0.611
H1 2.518 -0.197 0.406
H2 -1.844 -0.260 -1.333
H3 -1.310 -0.298 1.505

Atoms 1-3, force components in eV/Å:
O -5.4576 0.7939 -3.7969
P 1.4960 -2.4562 -0.6728
C -0.4446 0.1451 1.6378

Values from the calculation:
SMILES: OP1=CC=1
highest occupied orbital energy: -9.53 eV
multiplicity: 1
energy: -494.48502 Ha
molar mass: 74.02 g mol⁻¹
maximum force: 6.696 eV Å⁻¹
LUMO energy: 0.8 eV
energy relative to the best compared isomer or geometry (same formula, charge and spin): 206.1 kJ/mol

***

ORCA calculation (ωB97M-V/def2-TZVPD) on a structure of composition C2H3OPS at a distorted geometry.

Positions of all 8 atoms, in Å:
C1 1.799 -0.153 -0.668
C2 1.131 -0.730 0.168
O1 -0.772 1.583 1.620
P1 -2.202 0.613 -0.556
S1 -0.874 0.318 0.898
H1 2.179 0.320 -1.540
H2 0.942 -1.264 1.077
H3 -2.201 -0.688 -0.998

Atoms 1-3, force components in eV/Å:
C -1.0821 -0.7710 0.3655
C 2.6932 -0.2326 -0.2950
O 0.6731 0.6264 0.6132

Values from the calculation:
highest occupied orbital energy: -8.86 eV
multiplicity: 1
energy: -892.61512 Ha
molar mass: 106.09 g mol⁻¹
maximum force: 2.834 eV Å⁻¹
LUMO energy: -1.3 eV
energy relative to the best compared isomer or geometry (same formula, charge and spin): 389.9 kJ/mol

***

ORCA calculation (ωB97M-V/def2-TZVPD) on a structure of composition C2H3OPd at a distorted geometry.

Positions of all 7 atoms, in Å:
H1 -0.630 0.480 -1.079
O1 1.095 -1.102 -0.091
C1 -0.173 -0.956 -0.172
C2 -0.704 0.388 0.127
H2 -1.783 0.356 0.334
H3 -0.145 0.998 0.858
Pd1 2.341 -0.164 0.024

Atoms 1-3, force components in eV/Å:
H -0.1865 2.2774 2.4671
O -12.5729 -12.4104 -1.1318
C -0.6646 -0.3665 1.6010

Values from the calculation:
highest occupied orbital energy (spin up / spin down): -5.31 / -9.29 eV
multiplicity: 4
energy: -280.75082 Ha
molar mass: 149.47 g mol⁻¹
maximum force: 18.600 eV Å⁻¹
LUMO energy (spin up / spin down): -0.2 / -1.6 eV
energy relative to the best compared isomer or geometry (same formula, charge and spin): 228.4 kJ/mol

***

ORCA calculation (ωB97M-V/def2-TZVPD) on a cluster of 2 separate species, C2H3OS in total at a distorted geometry.

Positions of all 7 atoms, in Å:
C1 2.556 -0.468 -0.201
C2 0.153 -0.073 0.134
O1 2.685 -1.572 -0.687
S1 3.391 0.831 0.361
H1 0.134 0.891 -0.256
H2 -0.422 -0.164 1.067
H3 0.106 -0.671 -0.734

Atoms 1-3, force components in eV/Å:
C -1.2820 -1.9327 0.0664
C 2.0955 -0.4472 0.4491
O -0.4092 2.3001 0.7601

Values from the calculation:
highest occupied orbital energy (spin up / spin down): -2.21 / -2.20 eV
multiplicity: 1
energy: -551.39421 Ha
molar mass: 75.11 g mol⁻¹
maximum force: 2.457 eV Å⁻¹
LUMO energy (spin up / spin down): 3.8 / 3.8 eV
energy relative to the best compared isomer or geometry (same formula, charge and spin): 213.6 kJ/mol
total charge: -1

***

ORCA calculation (ωB97M-V/def2-TZVPD) on a cluster of 2 separate species, C2H3P in total.

Positions of all 6 atoms, in Å:
C1 -1.447 1.671 -0.088
C2 -0.287 1.327 -0.040
P1 1.393 0.928 -0.035
H1 -2.464 1.944 -0.108
H2 1.240 -2.537 -1.150
H3 1.331 0.262 1.197

Atoms 1-3, force components in eV/Å:
C 0.4010 -0.1728 0.0042
C -0.2203 0.1055 0.0506
P 0.2208 0.0636 -0.3378

Values from the calculation:
highest occupied orbital energy (spin up / spin down): -9.91 / -8.49 eV
multiplicity: 1
energy: -419.13869 Ha
molar mass: 58.02 g mol⁻¹
maximum force: 0.448 eV Å⁻¹
LUMO energy (spin up / spin down): -1.5 / 0.6 eV
energy relative to the best compared isomer or geometry (same formula, charge and spin): 327.4 kJ/mol

***

molar mass of number 3 (C2H3O3Zn)?
140.43 g mol⁻¹

***

What is the energy relative to the best compared isomer or geometry (same formula, charge and spin) in the seventh record?
213.6 kJ/mol